(1)
Computed, not measured: a structure of composition C8H13F6N3O9S2Te4V at a distorted geometry, with ωB97M-V with the def2-TZVPD basis set.

Each line ends with the Löwdin spin population.
Atoms and positions in Å:
V  -1.540  -0.176  -1.244  1.9989
Te  -2.838  1.998  -3.038  0.0024
Te  -2.109  4.501  -3.582  0.0066
Te  -1.389  1.528  -6.981  0.6560
Te  -1.131  0.419  -4.615  0.3624
F  -3.861  0.202  1.164  0.0061
C  -3.785  -1.098  1.490  0.0026
F  -4.193  -1.217  2.764  0.0005
F  -4.637  -1.781  0.732  0.0000
S  -2.033  -1.710  1.246  0.0128
O  -2.842  -0.986  -1.581  -0.1400
O  -2.140  -3.123  1.620  0.0044
N  -1.371  -0.905  2.523  0.0016
S  -0.646  0.401  2.158  0.0025
O  -0.538  0.645  0.736  0.0181
O  -1.066  1.506  2.979  0.0003
C  1.136  0.140  2.694  0.0008
F  1.512  1.131  3.527  0.0001
F  1.299  -1.010  3.356  0.0002
F  1.971  0.162  1.664  0.0001
C  2.698  -2.393  -0.621  0.0004
C  1.231  -2.793  -0.505  0.0004
C  1.037  -4.300  -0.518  0.0001
O  0.696  -2.260  0.713  0.0008
C  0.440  -2.127  -1.659  0.0063
O  0.274  -0.850  -1.476  0.0397
O  0.073  -2.794  -2.612  0.0024
H  3.274  -2.841  0.194  0.0001
H  2.779  -1.308  -0.565  0.0001
H  3.117  -2.731  -1.572  0.0000
H  1.694  -4.769  0.223  0.0001
H  1.259  -4.704  -1.504  0.0000
H  0.000  -4.533  -0.275  0.0000
H  0.957  -2.839  1.437  0.0000
C  2.684  3.804  0.458  0.0000
O  2.232  2.693  -0.295  0.0000
C  0.914  2.640  -0.698  0.0003
O  0.622  2.024  -1.677  0.0068
N  0.080  3.375  0.105  0.0003
N  -1.288  3.284  -0.118  0.0047
H  3.765  3.838  0.331  0.0000
H  2.470  3.692  1.527  0.0000
H  2.244  4.735  0.099  0.0000
H  0.390  3.565  1.046  0.0001
H  -1.696  4.193  -0.276  0.0001
H  -1.741  2.770  0.626  0.0010

Values from the calculation:
HOMO energy (alpha / beta) ... -1.3 / -1.4 eV
Spin multiplicity ... 4
E_LUMO (alpha / beta) ... 0.144 / 0.123 hartree
Charge ... -2
Orbital gap (alpha / beta) ... 5.26 / 4.73 eV

(2)
Computed, not measured: a structure of composition C8H13FeIN14OS, with ωB97M-V with the def2-TZVPD basis set.

Each line ends with the Löwdin spin population.
Atoms and positions in Å:
Fe  0.418  -1.540  -0.808  4.1667
N  2.426  -1.223  -3.624  0.0107
C  1.897  -2.467  -3.367  0.0154
N  2.156  -3.554  -4.059  0.0041
N  1.430  -4.515  -3.436  0.0193
N  0.778  -4.032  -2.444  0.0013
N  1.052  -2.702  -2.368  0.0996
C  1.855  -0.074  -3.139  0.0120
N  2.069  1.118  -3.661  0.0027
N  1.322  1.951  -2.909  0.0160
N  0.696  1.307  -1.996  0.0025
N  1.017  -0.014  -2.098  0.0802
H  3.012  -1.133  -4.436  0.0004
O  -3.522  -1.941  0.617  0.0522
S  -2.597  -2.807  -0.109  0.0626
N  -1.333  -2.270  -0.623  0.1136
C  -1.389  0.874  0.209  0.0028
N  -0.241  0.106  0.774  0.0684
C  -0.681  -0.449  2.078  0.0031
N  -1.098  0.603  3.002  0.0037
C  -2.196  1.354  2.382  0.0003
N  -1.802  1.950  1.106  0.0032
C  -0.657  2.832  1.332  0.0002
N  0.470  2.127  1.946  0.0025
C  0.877  1.054  1.044  0.0017
C  0.020  1.526  3.200  0.0003
H  -2.220  0.184  0.085  0.0004
H  -1.090  1.288  -0.752  0.0001
H  0.142  -1.013  2.513  0.0007
H  -1.525  -1.114  1.904  0.0001
H  -2.505  2.149  3.065  0.0001
H  -3.036  0.679  2.214  0.0000
H  -0.964  3.651  1.986  0.0001
H  -0.333  3.239  0.373  0.0000
H  1.692  0.493  1.500  0.0007
H  1.203  1.483  0.099  -0.0003
H  -0.294  2.318  3.884  0.0001
H  0.853  0.981  3.649  0.0000
I  2.097  -2.413  0.868  0.2524

Values from the calculation:
HOMO energy (alpha / beta) ... -5.8 / -5.8 eV
Spin multiplicity ... 6
E_LUMO (alpha / beta) ... 0.092 / 0.033 hartree
Charge ... -1
Orbital gap (alpha / beta) ... 8.30 / 6.67 eV

(3)
Computed, not measured: a cluster of 2 separate species, C8H13IO in total at a distorted geometry, with ωB97M-V with the def2-TZVPD basis set.

Each line ends with the Mulliken charge.
Atoms and positions in Å:
C  0.074  1.121  -1.932  -0.6925
C  -2.979  -1.520  -0.259  -0.6216
C  0.163  0.373  -0.885  -0.3055
C  -2.129  -1.191  -1.188  -0.0586
C  0.481  -1.032  1.160  -1.5920
C  2.413  -0.278  -0.262  -1.6461
C  0.055  1.857  1.602  -0.7264
C  1.024  0.099  0.280  2.0618
O  1.209  1.312  1.013  -0.4394
I  -2.259  -1.364  -3.245  0.0666
H  0.806  1.881  -2.191  0.2843
H  -0.734  1.020  -2.646  0.0854
H  -3.926  -2.016  -0.444  0.2706
H  -2.775  -1.308  0.778  0.2174
H  0.508  -1.968  0.610  0.4467
H  1.095  -1.121  2.053  0.4291
H  -0.547  -0.834  1.449  0.1797
H  2.329  -1.117  -0.947  0.3815
H  2.841  0.572  -0.785  0.4072
H  3.066  -0.545  0.565  0.3954
H  0.315  2.875  1.888  0.2865
H  -0.251  1.303  2.496  0.2504
H  -0.779  1.882  0.891  0.3194

Values from the calculation:
HOMO energy (alpha / beta) ... -8.1 / -8.5 eV
E_LUMO (alpha / beta) ... -0.024 / 0.007 hartree
Orbital gap (alpha / beta) ... 7.49 / 8.68 eV

(4)
Computed, not measured: an isolated molecule of C8H13N at a distorted geometry, with ωB97M-V with the def2-TZVPD basis set.

Each line ends with the Mulliken charge.
Atoms and positions in Å:
C  -2.029  -1.642  -2.407  -1.0928
C  -0.585  -1.760  -1.906  -0.3152
C  0.155  -0.871  -1.148  0.0977
N  -0.446  0.157  -0.500  -0.0440
C  0.008  1.309  0.441  -0.0321
C  -0.231  0.752  1.928  -0.6930
C  0.831  0.102  2.424  -0.1802
C  1.889  0.586  1.574  -0.3612
C  1.227  1.737  0.682  -0.7148
H  -2.651  -2.429  -2.841  0.3227
H  -2.618  -1.402  -1.317  0.1993
H  -2.273  -0.434  -2.793  0.2146
H  -0.075  -2.617  -2.206  0.3944
H  1.246  -1.129  -0.839  0.1181
H  -1.468  0.306  -0.975  0.2478
H  -0.553  2.283  0.032  0.1865
H  -1.281  0.529  2.354  0.2464
H  1.084  -0.477  3.290  0.4548
H  2.860  0.781  2.343  0.3424
H  1.961  -0.371  0.836  -0.0149
H  1.844  1.778  -0.184  0.3505
H  1.106  2.812  1.212  0.2728

Values from the calculation:
HOMO energy ... -7.2 eV
E_LUMO ... 0.029 hartree
Orbital gap ... 8.04 eV

(5)
Computed, not measured: a structure of composition C8H13N at a distorted geometry, with ωB97M-V with the def2-TZVPD basis set.

Each line ends with the Mulliken charge.
Atoms and positions in Å:
C  2.207  0.587  0.633  -1.6728
C  1.166  -0.396  0.989  -0.2813
C  -0.459  -0.026  1.268  0.3101
C  -0.484  0.272  -0.137  -0.6673
C  -1.577  0.169  -1.095  -0.5562
C  -1.177  -0.347  -2.198  -0.3031
C  0.321  -0.670  -1.830  -0.6178
C  0.317  -0.830  -0.365  -0.1329
H  2.458  0.914  1.488  0.6982
H  1.662  1.426  0.269  0.4260
H  2.906  0.099  -0.309  0.2007
H  1.444  -1.170  1.682  0.6003
H  -0.808  -1.109  1.687  0.2633
H  -1.664  1.393  1.863  0.2484
H  -0.789  0.582  3.241  0.2696
H  0.267  0.939  -0.256  0.2736
H  -2.491  0.656  -0.911  0.4047
H  -1.231  -0.414  -3.354  0.3383
H  1.050  -1.254  -2.628  0.2913
H  0.665  0.325  -2.034  0.2658
H  0.057  -1.839  -0.032  0.2798
N  -0.773  0.987  2.244  -0.6388

Values from the calculation:
HOMO energy ... -8.5 eV
E_LUMO ... 0.037 hartree
Orbital gap ... 9.51 eV

(6)
Computed, not measured: an isolated molecule of C8H13N at a distorted geometry, with ωB97M-V with the def2-TZVPD basis set.

Each line ends with the Mulliken charge.
Atoms and positions in Å:
C  1.010  1.326  0.209  -1.8288
C  -0.079  0.689  0.926  1.0146
C  -1.266  1.729  0.874  -0.7610
C  -1.133  0.342  0.001  -0.5417
C  -0.814  -0.345  -1.331  -0.2195
C  0.558  -0.531  -1.689  -1.1416
C  -0.140  -1.573  -0.688  0.0183
C  0.649  -1.468  0.644  -0.7909
N  0.327  -0.540  1.818  -0.5202
H  1.201  2.454  0.704  0.3297
H  2.010  0.879  0.294  0.4439
H  0.739  1.308  -1.007  0.4806
H  -2.137  1.468  1.495  0.3042
H  -0.923  2.667  0.472  0.3081
H  -1.613  -0.244  0.749  0.3663
H  -1.645  -0.690  -1.859  0.5816
H  0.623  -0.574  -2.978  0.1898
H  1.380  0.046  -1.235  0.3681
H  -0.659  -2.514  -1.050  0.3807
H  0.929  -2.467  1.252  0.3432
H  1.617  -1.101  0.104  0.2953
H  -0.636  -0.862  2.294  0.3793

Values from the calculation:
HOMO energy ... -8.6 eV
E_LUMO ... 0.036 hartree
Orbital gap ... 9.60 eV

(7)
Computed, not measured: the ion C8H13N2 with charge +1 at a distorted geometry, with ωB97M-V with the def2-TZVPD basis set.

Each line ends with the Mulliken charge.
Atoms and positions in Å:
C  -1.829  1.935  0.024  -0.9081
C  -1.266  0.767  0.088  0.4733
C  -1.773  -0.379  -0.581  -0.4338
C  -1.473  -1.679  -0.352  -0.6104
C  -0.341  -1.972  0.606  -0.9386
C  0.781  -0.915  0.628  -0.2371
N  1.434  -0.833  -0.666  -0.3521
C  2.159  0.383  -0.708  -0.6374
N  1.182  1.311  0.100  -0.1698
C  0.204  0.513  0.936  -0.0476
H  -1.630  2.850  0.456  0.4394
H  -2.632  1.844  -0.793  0.1916
H  -2.606  -0.223  -1.245  0.3608
H  -2.085  -2.442  -0.879  0.3734
H  -0.721  -1.877  1.580  0.4050
H  0.062  -3.029  0.533  0.4013
H  1.599  -1.280  1.249  0.4647
H  0.860  -0.905  -1.511  0.3801
H  3.007  0.409  -0.055  0.3837
H  2.474  0.889  -1.667  0.3535
H  1.807  2.037  0.643  0.3871
H  0.579  1.863  -0.463  0.3750
H  0.208  0.733  2.075  0.3460

Values from the calculation:
HOMO energy ... -12.7 eV
E_LUMO ... -0.117 hartree
Charge ... +1
Orbital gap ... 9.52 eV

(8)
Computed, not measured: a cluster of 2 separate species, C8H13N2O in total at a distorted geometry, with ωB97M-V with the def2-TZVPD basis set.

Each line ends with the Löwdin spin population.
Atoms and positions in Å:
C  -0.095  1.930  -1.206  0.0948
C  0.646  -3.703  0.984  0.0064
C  1.173  -2.619  0.457  0.0075
C  0.386  1.672  0.955  0.0565
C  -0.125  3.205  0.721  0.0493
C  -1.727  -0.838  -0.280  0.0604
C  -0.480  -1.176  -0.887  0.4917
C  0.826  -1.839  -0.865  0.0706
N  0.266  1.083  -0.356  0.4109
N  -0.332  3.141  -0.684  0.3846
O  -1.436  -0.970  -1.704  0.2019
H  -0.299  1.694  -2.155  0.0019
H  0.866  -4.084  2.080  0.0003
H  -0.069  -4.321  0.455  0.0000
H  1.838  -2.130  1.148  0.0003
H  1.481  1.556  1.142  0.0337
H  -0.026  0.851  1.611  0.0225
H  -1.122  3.548  1.213  0.0292
H  0.730  3.842  1.108  0.0249
H  -2.439  -1.485  0.241  0.0050
H  -1.803  0.198  -0.132  0.0107
H  1.496  -0.995  -1.039  0.0263
H  0.757  -2.561  -1.563  0.0058
H  -0.513  3.999  -1.244  0.0047

Values from the calculation:
HOMO energy (alpha / beta) ... -9.1 / -12.7 eV
Spin multiplicity ... 3
E_LUMO (alpha / beta) ... -0.122 / -0.284 hartree
Charge ... +1
Orbital gap (alpha / beta) ... 5.80 / 4.96 eV

(9)
Computed, not measured: the ion C8H13N2O2S with charge +1 at a distorted geometry, with ωB97M-V with the def2-TZVPD basis set.

Each line ends with the Mulliken charge.
Atoms and positions in Å:
C  0.980  0.248  2.607  -1.3723
C  -0.080  0.645  1.599  0.3909
C  -0.352  1.912  0.884  -0.1237
O  -0.627  3.060  0.902  -0.5071
C  0.221  0.740  0.099  -0.2459
C  1.956  0.939  -0.344  0.2447
N  2.242  2.210  -0.324  -0.2513
S  2.933  -0.320  -0.562  -0.2682
C  -0.594  0.032  -0.907  0.0175
C  -0.081  -1.403  -1.346  -0.7483
N  -1.290  -2.229  -1.102  -0.1152
C  -2.525  -1.174  -1.165  -0.3771
O  -2.037  -0.177  -0.386  -0.3920
H  0.874  0.799  3.616  0.3119
H  1.899  0.505  2.240  0.3815
H  0.899  -0.866  2.712  0.3187
H  -1.046  0.147  1.830  0.4774
H  1.702  2.844  0.258  0.2130
H  3.205  2.544  -0.644  0.3044
H  -0.738  0.646  -1.754  0.6681
H  0.158  -1.361  -2.429  0.2489
H  0.781  -1.593  -0.666  0.4586
H  -1.334  -2.875  -1.817  0.3250
H  -1.314  -2.682  -0.196  0.3582
H  -2.375  -1.050  -2.379  0.3027
H  -3.457  -1.541  -0.724  0.3793

Values from the calculation:
HOMO energy ... -11.9 eV
E_LUMO ... -0.122 hartree
Charge ... +1
Orbital gap ... 8.59 eV

(10)
Computed, not measured: an isolated molecule of C8H13N2OP at a distorted geometry, with ωB97M-V with the def2-TZVPD basis set.

Each line ends with the Mulliken charge.
Atoms and positions in Å:
C  -0.749  0.706  -0.377  -0.0538
C  -0.146  1.671  -1.171  -0.4670
C  -3.148  1.416  0.099  -0.6581
C  -2.059  0.477  0.109  0.3800
C  3.186  0.532  -2.042  0.5771
C  4.068  -0.614  -1.680  -0.9597
C  -1.846  -0.671  2.384  -1.2775
C  -2.288  -0.819  0.934  -0.8379
N  1.973  0.641  -1.255  -0.0478
N  1.144  1.740  -1.590  -0.2607
O  3.349  1.303  -2.964  -0.5850
P  -3.154  2.967  -0.790  -0.0379
H  -0.098  0.118  0.267  0.2729
H  -0.871  2.222  -1.782  0.1258
H  -4.054  1.280  0.557  0.4781
H  4.871  -0.464  -2.406  0.2894
H  3.715  -1.642  -1.782  0.3054
H  4.340  -0.327  -0.629  0.2801
H  -0.972  -0.062  2.517  0.3465
H  -1.694  -1.540  2.875  0.4155
H  -2.615  -0.210  2.882  0.3888
H  -3.432  -0.953  0.915  0.3708
H  -2.028  -1.727  0.413  0.4253
H  1.419  -0.107  -0.884  0.2132
H  1.352  2.023  -2.582  0.3168

Values from the calculation:
HOMO energy (alpha / beta) ... -7.8 / -6.8 eV
E_LUMO (alpha / beta) ... -0.037 / -0.020 hartree
Orbital gap (alpha / beta) ... 6.78 / 6.25 eV

(11)
Computed, not measured: a cluster of 2 separate species, C8H13N2S in total at a distorted geometry, with ωB97M-V with the def2-TZVPD basis set.

Each line ends with the Mulliken charge.
Atoms and positions in Å:
C  1.515  -0.090  1.425  0.0181
C  -2.695  -1.171  -2.153  -0.5130
C  -1.232  -1.287  -2.157  -0.5668
C  -3.009  -0.019  -1.166  -0.8225
C  2.899  1.869  1.849  -0.5095
C  3.778  0.806  2.329  -0.3973
C  -0.956  -1.341  -0.668  0.0184
C  -1.918  -0.250  -0.224  -0.0358
N  -0.602  0.047  -0.489  -0.2472
N  1.610  1.196  1.458  -0.1002
S  2.962  -0.818  1.941  -0.0685
H  -3.071  -0.920  -3.186  0.3134
H  -3.283  -2.081  -1.882  0.3406
H  -0.884  -2.184  -2.734  0.3483
H  -0.701  -0.397  -2.409  0.2190
H  -2.890  0.853  -1.807  0.3110
H  -3.993  -0.052  -0.905  0.4366
H  2.681  2.690  2.665  0.2325
H  3.170  2.526  0.974  0.2877
H  4.810  0.742  1.856  0.3034
H  4.028  0.629  3.375  0.3357
H  -0.667  -2.325  -0.113  0.3541
H  -2.333  -0.148  0.738  0.5031
H  0.782  1.728  1.284  0.2388

Values from the calculation:
HOMO energy (alpha / beta) ... -12.5 / -12.5 eV
E_LUMO (alpha / beta) ... -0.258 / -0.258 hartree
Charge ... +1
Orbital gap (alpha / beta) ... 5.48 / 5.48 eV

(12)
Computed, not measured: the ion C8H13N2S with charge +1 at a distorted geometry, with ωB97M-V with the def2-TZVPD basis set.

Each line ends with the Mulliken charge.
Atoms and positions in Å:
N  1.266  -0.419  0.944  -0.5298
C  0.878  0.126  -0.416  0.1161
C  1.656  1.440  -0.568  -0.2685
N  2.756  1.715  0.073  -0.0300
C  3.662  0.852  0.586  -0.3054
C  3.436  -0.430  0.566  0.3907
S  3.579  -1.779  -0.135  -0.1585
C  -0.606  0.466  -0.751  -1.0536
C  -1.471  -0.826  -0.646  -0.2095
C  -1.928  -1.491  0.660  -0.8888
C  -2.948  -0.749  -0.229  -0.5793
H  0.722  0.099  1.664  0.2729
H  0.996  -1.439  1.157  0.2898
H  1.218  -0.551  -1.190  0.3476
H  1.218  2.258  -1.198  0.3959
H  3.089  2.729  -0.093  0.3652
H  4.231  1.402  1.363  0.3296
H  -0.538  0.925  -1.731  0.4949
H  -0.906  1.135  0.061  0.3635
H  -1.208  -1.597  -1.335  0.4509
H  -1.769  -0.890  1.525  0.3051
H  -1.798  -2.509  0.813  0.3441
H  -3.430  -1.525  -0.839  0.2533
H  -3.679  0.059  0.038  0.3038

Values from the calculation:
HOMO energy ... -12.5 eV
E_LUMO ... -0.176 hartree
Charge ... +1
Orbital gap ... 7.68 eV

In kJ/mol, the energy above the lowest of the compared OMol25 structures with the same formula, charge and spin values for the records above are, in order, 262.42 0.00 465.79 646.16 740.33 806.23 326.28 359.78 326.55 592.34 688.17 432.07.